(1)
Below is a cluster of 3 separate species, C34H79N5O13 in total, with properties calculated with the ωB97M-V functional and the def2-TZVPD basis.

gap between HOMO and LUMO	9.06	eV
HOMO	-8.73	eV
maximum force	0.0360	Eh/bohr
SMILES	CCCCN[C@@H](O[C@@H](CC(N)(N)N)[C@@H](COO)O[C@@H](N)COCCOCCOCC)[C@H](C)CC.COCCOCCOC.COCCOCCOC

Each line ends with the Löwdin charge.
Element x y z (Å)
1 C 5.55646 0.60160 1.13258  -0.097
2 C 4.77824 -0.62251 1.64009  -0.260
3 C 3.51723 -0.21886 2.39936  -0.177
4 C 2.49331 0.43335 1.42789  -0.200
5 N 1.28773 -0.37007 1.40268  0.005
6 C 0.30475 -0.02788 0.39969  -0.334
7 O -0.20912 1.28018 0.49707  -0.036
8 C -0.64176 1.78402 1.74618  -0.239
9 C -0.72243 3.30830 1.56533  -0.081
10 C 0.62168 4.06685 1.49169  -0.640
11 N 1.38248 3.92091 2.73702  0.103
12 N 1.42026 3.75128 0.33219  0.110
13 N 0.22881 5.48702 1.35794  0.064
14 C -2.05897 1.32995 2.21101  -0.242
15 C -3.21347 2.11499 1.62486  -0.156
16 O -3.23454 2.16608 0.21606  -0.119
17 O -4.07802 1.09880 -0.19784  -0.014
18 O -2.35120 -0.05419 2.03507  -0.042
19 C -1.76635 -0.82233 3.05015  -0.375
20 N -2.53167 -0.69565 4.29529  0.077
21 C -1.78497 -2.33517 2.65888  -0.133
22 O -2.69196 -2.59479 1.59900  -0.111
23 C -2.45629 -3.86613 1.04335  -0.196
24 C -2.32656 -3.79602 -0.45443  -0.193
25 O -3.60123 -3.66951 -1.03884  -0.109
26 C -3.52742 -3.72576 -2.43486  -0.200
27 C -3.76245 -2.36488 -3.05803  -0.167
28 O -3.07948 -2.32779 -4.30605  -0.166
29 C -2.78454 -1.02580 -4.74464  -0.255
30 C -1.27040 -0.79523 -4.85036  -0.067
31 C 0.83354 -0.11482 -1.04612  -0.298
32 C -0.33987 -0.01597 -2.04225  -0.043
33 C 1.60729 -1.39942 -1.34126  -0.189
34 C 2.73757 -1.10843 -2.37309  -0.079
35 H 6.60584 0.36474 1.04288  0.067
36 H 5.41411 1.44729 1.79662  0.070
37 H 5.15763 0.87177 0.16363  0.060
38 H 4.52491 -1.27537 0.81183  0.098
39 H 5.43935 -1.13687 2.33116  0.100
40 H 3.83344 0.51810 3.12736  0.099
41 H 3.04684 -1.06560 2.88328  0.103
42 H 2.23016 1.38652 1.85502  0.082
43 H 2.99467 0.52063 0.46558  0.102
44 H 1.47223 -1.35835 1.43884  0.105
45 H -0.46566 -0.79232 0.46016  0.147
46 H 0.04318 1.62538 2.57491  0.128
47 H -1.23454 3.52184 0.63564  0.128
48 H -1.28708 3.75829 2.37553  0.118
49 H 2.32000 3.58083 2.60025  0.049
50 H 0.88810 3.40448 3.44559  0.073
51 H 0.88391 3.31107 -0.39498  0.076
52 H 2.25494 3.23487 0.54918  0.055
53 H 0.97610 6.06539 1.71085  0.061
54 H -0.62851 5.65587 1.86423  0.055
55 H -2.09916 1.52376 3.28823  0.144
56 H -4.11300 1.59240 1.92901  0.135
57 H -3.29906 3.10437 2.04779  0.124
58 H -4.66769 1.49966 -0.85311  0.105
59 H -0.72604 -0.53766 3.19925  0.128
60 H -3.13349 0.11368 4.28682  0.070
61 H -1.91121 -0.68321 5.09039  0.077
62 H -0.79520 -2.63774 2.31296  0.109
63 H -2.13965 -2.90487 3.51127  0.122
64 H -1.56779 -4.34904 1.44571  0.120
65 H -3.30626 -4.52123 1.23451  0.133
66 H -1.80193 -4.66322 -0.85312  0.129
67 H -1.77428 -2.88177 -0.67048  0.122
68 H -2.56316 -4.06727 -2.80513  0.112
69 H -4.30163 -4.39268 -2.80222  0.127
70 H -3.33884 -1.60964 -2.40449  0.119
71 H -4.82126 -2.18332 -3.23180  0.130
72 H -3.20481 -0.26466 -4.09279  0.111
73 H -3.21073 -0.86314 -5.73089  0.111
74 H -0.95783 0.01720 -4.20549  0.023
75 H -0.99345 -0.52269 -5.85852  0.072
76 H -0.74012 -1.69135 -4.55865  0.071
77 H 1.42967 0.77043 -1.23043  0.120
78 H -0.73096 -1.00209 -2.24361  0.061
79 H -1.11383 0.65437 -1.69349  0.093
80 H 0.06374 0.32392 -2.99038  0.064
81 H 0.98377 -2.14487 -1.81391  0.099
82 H 2.11029 -1.81976 -0.48006  0.088
83 H 2.44851 -1.34871 -3.38612  0.066
84 H 3.60850 -1.69103 -2.09729  0.061
85 H 3.06441 -0.07974 -2.31365  0.064
86 C -0.80336 -4.55909 -6.17212  -0.110
87 O -1.51107 -5.77321 -6.28596  -0.193
88 C -2.79874 -5.69818 -5.69455  -0.202
89 C -3.74868 -6.68127 -6.34149  -0.178
90 O -4.25208 -6.25300 -7.59928  -0.126
91 C -3.36362 -6.30515 -8.70597  -0.183
92 C -3.07622 -7.70618 -9.19940  -0.206
93 O -2.10621 -8.33995 -8.38256  -0.200
94 C -2.16412 -9.74422 -8.47667  -0.116
95 H -0.62777 -4.30186 -5.12082  0.081
96 H 0.15662 -4.68557 -6.67009  0.088
97 H -1.34713 -3.74182 -6.65970  0.089
98 H -3.20450 -4.68500 -5.79099  0.121
99 H -2.69545 -5.94074 -4.62749  0.123
100 H -4.62779 -6.75981 -5.69773  0.127
101 H -3.30626 -7.67668 -6.41008  0.122
102 H -2.44096 -5.76072 -8.49856  0.122
103 H -3.88284 -5.77451 -9.50703  0.127
104 H -2.67901 -7.65421 -10.22278  0.128
105 H -4.00744 -8.28514 -9.20504  0.128
106 H -3.14785 -10.11596 -8.16632  0.088
107 H -1.41231 -10.15294 -7.80445  0.087
108 H -1.94975 -10.08042 -9.49793  0.088
109 C 5.41216 8.77748 8.54117  -0.115
110 O 4.64319 7.66020 8.15853  -0.199
111 C 3.40806 7.58956 8.85084  -0.206
112 C 2.37418 6.84254 8.03754  -0.185
113 O 1.79629 7.61139 6.99320  -0.127
114 C 2.59753 7.85327 5.84395  -0.180
115 C 2.79117 6.63889 4.96358  -0.204
116 O 3.79655 5.78800 5.49516  -0.193
117 C 3.67311 4.46812 5.02578  -0.126
118 H 5.68060 8.72701 9.60280  0.088
119 H 6.32411 8.77293 7.94752  0.088
120 H 4.87123 9.71034 8.34378  0.088
121 H 3.03284 8.59580 9.06994  0.127
122 H 3.57668 7.05703 9.79704  0.128
123 H 1.54275 6.60393 8.70473  0.127
124 H 2.77147 5.89799 7.66174  0.121
125 H 3.55340 8.30366 6.11624  0.121
126 H 2.04113 8.59367 5.26545  0.127
127 H 3.11267 6.96341 3.96440  0.128
128 H 1.84235 6.09850 4.87399  0.119
129 H 2.69959 4.04730 5.30417  0.082
130 H 4.45601 3.87237 5.49331  0.089
131 H 3.79560 4.43138 3.93859  0.071

Cartesian forces (eV/Å) of the 2 atoms listed first:
-0.73 -0.54 -0.17
0.33 0.42 0.73

---

(2)
Below is a cluster of 2 separate species, H5N2P3 in total, with properties calculated with the ωB97M-V functional and the def2-TZVPD basis.

gap between HOMO and LUMO (alpha / beta)	7.13 / 6.78	eV
HOMO (alpha / beta)	-7.90 / -7.63	eV
relative energy (zero: lowest compared OMol25 entry of this formula, charge and spin)	184.5	kJ/mol
maximum force	0.0479	Eh/bohr

Each line ends with the Löwdin charge.
Element x y z (Å)
1 N -0.96432 -2.41392 -0.37120  -0.444
2 N 0.78005 1.33199 0.17763  -0.899
3 P -2.29217 -1.59184 -0.46259  0.634
4 P 1.79547 0.03805 0.52997  0.654
5 P -0.26694 1.55032 -1.05330  0.635
6 H 0.95447 2.16718 0.74701  0.004
7 H -1.95067 -0.24923 0.25020  -0.177
8 H 2.45319 0.97576 1.54950  -0.120
9 H -0.12206 -1.95161 0.09489  -0.095
10 H -0.38702 0.14330 -1.46211  -0.193

Cartesian forces (eV/Å) of the 2 atoms listed first:
1.07 0.85 0.61
0.77 0.38 0.65

---

- Which formula does entry 1 have?
  C34H79N5O13

---

- Look up the maximum force of the second one.
  0.0479 Eh/bohr

---

What did the second record say?
Below is a cluster of 2 separate species, H5N2P3 in total, with properties calculated with the ωB97M-V functional and the def2-TZVPD basis.

gap between HOMO and LUMO (alpha / beta)	7.13 / 6.78	eV
HOMO (alpha / beta)	-7.90 / -7.63	eV
relative energy (zero: lowest compared OMol25 entry of this formula, charge and spin)	184.5	kJ/mol
maximum force	0.0479	Eh/bohr

Each line ends with the Löwdin charge.
Element x y z (Å)
1 N -0.96432 -2.41392 -0.37120  -0.444
2 N 0.78005 1.33199 0.17763  -0.899
3 P -2.29217 -1.59184 -0.46259  0.634
4 P 1.79547 0.03805 0.52997  0.654
5 P -0.26694 1.55032 -1.05330  0.635
6 H 0.95447 2.16718 0.74701  0.004
7 H -1.95067 -0.24923 0.25020  -0.177
8 H 2.45319 0.97576 1.54950  -0.120
9 H -0.12206 -1.95161 0.09489  -0.095
10 H -0.38702 0.14330 -1.46211  -0.193

Cartesian forces (eV/Å) of the 2 atoms listed first:
1.07 0.85 0.61
0.77 0.38 0.65

---

- Among the records above, which one has the lowest maximum force?
  C34H79N5O13